Entry 1:
This record from the Open Molecules 2025 dataset describes a cluster of 16 separate species, C33H51B2BrCl45NO2P in total in a non-equilibrium geometry. The level of theory is ωB97M-V/def2-TZVPD.

Calculated values
HOMO energy: -4.108 eV
gap between HOMO and LUMO: 5.487 eV

The geometry in ORCA input format:
```
! wB97M-V def2-TZVPD RIJCOSX def2/J DEFGRID3
* xyz -1 1
C 1.87 -0.29 0.32
P 0.86 0.18 1.87
C 1.76 -0.71 3.33
B -0.98 -0.33 1.74
Br -1.26 -2.36 1.75
C -1.80 0.30 0.47
C -1.41 -0.32 -1.00
C -1.32 0.89 -2.16
C -1.37 0.31 -3.69
C 0.05 0.52 -4.53
C 0.16 -0.48 -5.83
C -0.32 0.20 -7.26
C 0.97 0.61 -8.24
C 1.20 2.23 -8.13
C 2.30 2.85 -9.18
C 1.82 4.19 -9.98
C 2.15 5.61 -9.20
N 1.53 5.57 -7.82
C 2.57 5.78 -6.73
C 1.75 5.66 -5.29
C 0.19 5.39 -5.70
C 0.11 5.35 -7.34
B -1.73 0.27 3.12
O -1.07 0.29 4.47
O -3.11 0.89 3.10
H 1.78 0.58 -0.46
H 3.00 -0.48 0.64
H 1.51 -1.33 -0.15
H 2.84 -1.09 3.05
H 1.92 0.13 4.16
H 1.15 -1.59 3.79
H -1.73 1.49 0.48
H -2.96 0.06 0.63
H -0.47 -1.02 -1.01
H -2.32 -1.00 -1.35
H -0.40 1.57 -1.91
H -2.31 1.53 -2.01
H -2.19 0.90 -4.32
H -1.72 -0.82 -3.71
H 0.91 0.17 -3.78
H 0.29 1.65 -4.77
H 1.27 -0.84 -5.98
H -0.50 -1.45 -5.62
H -1.07 1.12 -7.10
H -0.94 -0.62 -7.83
H 1.88 -0.05 -7.92
H 0.59 0.39 -9.34
H 1.57 2.51 -7.03
H 0.16 2.75 -8.35
H 3.34 3.04 -8.64
H 2.50 2.02 -10.01
H 0.70 4.09 -10.31
H 2.45 4.23 -10.99
H 1.72 6.52 -9.82
H 3.33 5.76 -9.14
H 3.73 6.00 -6.85
H 2.19 5.75 -4.21
H -0.73 5.23 -4.97
H -0.79 5.16 -8.07
H -1.03 -0.63 4.86
H -2.96 1.85 3.33
C 4.32 2.50 4.73
Cl 3.76 1.00 5.49
Cl 5.93 2.94 5.33
Cl 4.34 2.33 2.96
H 3.62 3.30 4.99
C -6.02 -0.11 -1.38
Cl -5.00 -1.30 -2.20
Cl -5.48 0.12 0.29
Cl -6.02 1.43 -2.26
H -7.05 -0.49 -1.36
C 6.35 -0.90 2.91
Cl 5.79 -2.40 3.67
Cl 7.96 -0.46 3.51
Cl 6.37 -1.07 1.15
H 5.66 -0.10 3.17
C 0.45 -5.82 0.67
Cl -0.11 -7.32 1.43
Cl 2.06 -5.38 1.27
Cl 0.47 -5.98 -1.09
H -0.25 -5.02 0.93
C 5.11 -6.84 3.76
Cl 4.33 -6.66 5.34
Cl 4.46 -8.25 2.91
Cl 4.91 -5.37 2.79
H 6.18 -7.00 3.92
C -7.64 -3.37 0.41
Cl -6.74 -4.06 -0.95
Cl -8.35 -1.81 -0.04
Cl -8.89 -4.49 0.96
H -6.94 -3.21 1.23
C 2.63 5.49 6.87
Cl 3.85 5.64 5.59
Cl 1.59 6.92 6.90
Cl 1.67 4.02 6.66
H 3.16 5.43 7.83
C -1.75 4.67 2.75
Cl -2.85 3.78 3.80
Cl -0.26 3.75 2.47
Cl -2.53 5.06 1.21
H -1.48 5.61 3.25
C 0.07 5.13 10.09
Cl -0.72 5.69 11.57
Cl -0.75 5.78 8.66
Cl 1.78 5.58 10.08
H 0.00 4.04 10.06
C -3.73 8.14 10.46
Cl -5.09 7.07 10.85
Cl -3.58 8.33 8.70
Cl -3.94 9.72 11.24
H -2.81 7.69 10.84
C -1.22 -10.03 -0.84
Cl -2.33 -10.93 0.21
Cl 0.26 -10.96 -1.12
Cl -2.01 -9.64 -2.38
H -0.96 -9.09 -0.35
C 9.05 3.48 2.00
Cl 10.00 3.80 3.46
Cl 10.03 2.61 0.81
Cl 7.59 2.55 2.39
H 8.75 4.43 1.56
C -6.19 -10.68 -1.05
Cl -6.97 -10.50 0.53
Cl -6.84 -12.09 -1.91
Cl -6.40 -9.21 -2.02
H -5.12 -10.84 -0.89
C -9.63 -1.29 -3.81
Cl -10.19 -2.79 -3.05
Cl -8.02 -0.85 -3.21
Cl -9.61 -1.46 -5.57
H -10.33 -0.49 -3.54
C 3.90 -9.08 8.15
Cl 4.85 -8.76 9.61
Cl 4.88 -9.95 6.96
Cl 2.44 -10.01 8.55
H 3.60 -8.13 7.72
*
```

Mulliken population analysis, charges in e, atoms 1 to 5: C -0.74; P 0.74; C -0.34; B 0.07; Br -0.45

Entry 2:
This record from the Open Molecules 2025 dataset describes a structure of composition C33H52N11O2SScSe in a non-equilibrium geometry. The level of theory is ωB97M-V/def2-TZVPD.

Calculated values
HOMO energy: -6.769 eV
gap between HOMO and LUMO: 6.755 eV
energy relative to the best compared isomer or geometry (same formula, charge and spin): 16.75 kcal/mol

The geometry in ORCA input format:
```
! wB97M-V def2-TZVPD RIJCOSX def2/J DEFGRID3
* xyz 0 1
Sc 0.10 0.42 -0.23
C 4.90 -2.57 -2.80
C 3.43 -2.96 -2.80
N 2.82 -2.92 -1.48
C 2.38 -1.78 -0.87
S 2.22 -0.30 -1.77
N 2.18 -1.90 0.43
N 1.76 -0.69 0.93
C 2.22 -0.31 2.06
C 3.13 -1.16 2.87
C 1.92 1.11 2.38
C 2.27 1.72 3.57
C 2.06 3.09 3.71
C 1.51 3.80 2.67
C 1.16 3.11 1.51
N 1.36 1.80 1.38
H 5.31 -2.61 -3.81
H 5.48 -3.24 -2.17
H 5.01 -1.55 -2.43
H 3.31 -3.98 -3.19
H 2.86 -2.29 -3.44
H 3.09 -3.64 -0.82
H 4.00 -1.43 2.28
H 2.63 -2.10 3.13
H 3.46 -0.67 3.78
H 2.70 1.15 4.38
H 2.32 3.58 4.64
H 1.33 4.87 2.73
H 0.69 3.60 0.67
N -2.11 0.53 -1.24
C -2.27 1.80 -1.96
C -1.11 2.73 -1.68
O -1.16 3.91 -1.94
O -0.07 2.13 -1.12
H -2.50 -0.26 -1.74
H -2.59 0.57 -0.34
H -3.20 2.32 -1.72
H -2.27 1.62 -3.04
C -1.77 -2.50 3.64
N -3.03 -2.16 3.01
C -4.19 -1.88 3.84
C -5.02 -0.97 2.95
N -4.60 -1.41 1.63
C -5.03 -0.63 0.49
C -3.28 -1.87 1.69
N -2.59 -1.99 0.62
C -1.23 -2.48 0.64
C -0.83 -3.01 -0.71
N -0.54 -1.95 -1.67
C -0.43 -2.30 -2.90
N -0.56 -3.59 -3.46
C -0.07 -4.82 -2.83
C -0.36 -3.54 -4.91
C -0.23 -2.06 -5.24
N -0.25 -1.43 -3.95
C -0.07 0.00 -3.89
H -1.78 -2.10 4.66
H -0.94 -2.04 3.13
H -1.61 -3.58 3.71
H -3.89 -1.38 4.77
H -4.73 -2.79 4.11
H -4.76 0.09 3.11
H -6.09 -1.10 3.09
H -6.11 -0.72 0.37
H -4.54 -1.00 -0.40
H -4.78 0.44 0.62
H -1.06 -3.29 1.35
H -0.50 -1.69 0.92
H -1.67 -3.62 -1.06
H 0.04 -3.64 -0.55
H -0.72 -5.18 -2.06
H 0.94 -4.70 -2.42
H -0.03 -5.58 -3.61
H -1.21 -4.00 -5.42
H 0.54 -4.10 -5.19
H -1.05 -1.70 -5.86
H 0.70 -1.83 -5.77
H 0.95 0.27 -4.17
H -0.24 0.35 -2.89
H -0.77 0.48 -4.57
C -4.05 5.42 5.49
C -3.38 4.38 4.63
C -2.64 3.35 5.18
C -2.04 2.37 4.40
C -1.24 1.28 5.07
C -2.20 2.41 3.00
Se -1.55 0.92 1.98
C -2.92 3.46 2.42
C -3.09 3.57 0.94
C -3.51 4.42 3.24
H -3.80 5.28 6.54
H -5.13 5.37 5.40
H -3.74 6.43 5.20
H -2.51 3.31 6.26
H -1.28 1.39 6.16
H -0.20 1.32 4.75
H -1.61 0.30 4.80
H -2.17 3.28 0.44
H -3.32 4.59 0.64
H -3.89 2.92 0.58
H -4.07 5.23 2.78
*
```

Mulliken population analysis, charges in e, atoms 1 to 5: Sc 0.16; C -1.30; C -0.45; N 0.02; C 0.19

Entry 3:
This record from the Open Molecules 2025 dataset describes a structure of composition C33H53AlBrCsFMgN4O3 in a non-equilibrium geometry. The level of theory is ωB97M-V/def2-TZVPD.

Calculated values
HOMO energy: -6.182 eV
gap between HOMO and LUMO: 1.068 eV
energy relative to the best compared isomer or geometry (same formula, charge and spin): 0.00 kcal/mol

The geometry in ORCA input format:
```
! wB97M-V def2-TZVPD RIJCOSX def2/J DEFGRID3
* xyz 1 1
C -3.18 -2.47 -0.12
C -2.28 -3.28 -1.04
C -0.98 -3.77 -0.38
C -0.19 -2.66 0.28
C 1.25 -3.07 0.64
C 1.39 -4.24 1.62
C 1.59 -3.87 3.13
C 2.19 -2.49 3.45
C 1.30 -1.25 3.71
C -0.15 -1.50 3.79
C -0.76 -1.72 5.11
Al -2.45 -2.88 5.03
C -2.25 -4.25 3.54
N -3.24 -5.38 3.73
H -3.41 -3.02 0.79
H -4.12 -2.22 -0.62
H -2.68 -1.53 0.14
H -2.82 -4.17 -1.40
H -2.01 -2.69 -1.92
H -1.22 -4.59 0.32
H -0.35 -4.21 -1.16
H -0.12 -1.83 -0.44
H -0.69 -2.22 1.14
H 1.71 -3.35 -0.32
H 1.80 -2.19 0.99
H 0.49 -4.86 1.53
H 2.22 -4.89 1.34
H 2.31 -4.59 3.53
H 0.67 -4.06 3.69
H 2.79 -2.59 4.35
H 2.90 -2.24 2.67
H 1.61 -0.81 4.66
H 1.52 -0.49 2.96
H -0.50 -2.21 3.03
H -0.97 -0.23 3.48
H -1.15 -0.78 5.53
H 0.07 -1.99 5.77
H -3.72 -1.94 4.64
H -2.70 -3.54 6.47
H -2.43 -3.78 2.57
H -1.25 -4.69 3.52
H -3.85 -5.39 2.95
H -2.70 -6.23 3.65
Cs -4.07 -6.79 1.82
C -5.09 6.03 -6.68
N -4.05 5.14 -6.13
C -3.70 5.28 -4.83
C -2.77 4.46 -4.26
C -2.16 3.45 -5.02
C -2.54 3.34 -6.37
C -3.47 4.19 -6.89
C -1.18 2.55 -4.40
C -1.32 1.16 -4.45
C -0.37 0.38 -3.86
N 0.69 0.92 -3.24
C 0.85 2.25 -3.17
C -0.08 3.09 -3.74
C 1.73 0.08 -2.60
H -4.78 7.07 -6.56
H -6.03 5.86 -6.17
H -5.21 5.81 -7.74
H -4.20 6.07 -4.28
H -2.52 4.60 -3.22
H -2.09 2.59 -7.01
H -3.79 4.14 -7.92
H -2.17 0.70 -4.92
H -0.44 -0.70 -3.84
H 1.72 2.62 -2.65
H 0.04 4.16 -3.69
H 1.78 0.36 -1.55
H 2.68 0.28 -3.10
H 1.48 -0.97 -2.68
C 1.43 -3.99 7.75
C 2.62 -4.49 8.43
N 3.54 -4.90 8.99
H 1.01 -4.77 7.11
H 0.68 -3.67 8.47
H 1.72 -3.14 7.13
C 2.64 6.04 -4.30
C 2.93 7.26 -4.74
C 4.18 7.96 -4.28
O 4.44 9.06 -4.70
C 5.03 7.25 -3.30
C 4.72 6.03 -2.86
C 3.50 5.34 -3.33
O 3.18 4.24 -2.94
H 1.75 5.51 -4.62
H 2.34 7.80 -5.47
H 5.92 7.78 -2.97
H 5.33 5.49 -2.14
C 4.38 -2.18 6.51
O 4.03 -0.92 6.18
H 3.65 -2.74 7.13
H 4.52 -2.87 5.62
H 5.34 -2.33 7.06
F -1.09 0.04 -0.43
Mg 0.68 7.71 -3.64
Br -1.08 0.49 2.14
*
```

Mulliken population analysis, charges in e, atoms 1 to 5: C -0.81; C -0.32; C -0.60; C 1.35; C -0.80

Entry 4:
This record from the Open Molecules 2025 dataset describes a structure of composition C33H53BBrO22P in a non-equilibrium geometry. The level of theory is ωB97M-V/def2-TZVPD.

Calculated values
HOMO energy: -9.598 eV
gap between HOMO and LUMO: 9.287 eV

The geometry in ORCA input format:
```
! wB97M-V def2-TZVPD RIJCOSX def2/J DEFGRID3
* xyz 0 1
O -2.62 -4.33 3.13
P -1.87 -3.63 2.02
O -1.82 -4.67 0.73
O -2.64 -2.18 1.60
Br -4.17 -2.55 0.65
O -0.38 -3.17 2.58
C 0.73 -3.82 1.90
B 1.26 -2.90 0.68
O 1.40 -3.43 -0.63
O 1.63 -1.56 0.93
H -1.84 -4.21 -0.13
H 1.56 -3.86 2.65
H 0.53 -4.87 1.60
H 0.50 -3.50 -0.99
H 1.05 -0.96 0.46
O 1.81 1.85 2.69
C 1.69 1.29 3.75
O 1.80 1.93 4.94
C 1.71 0.96 6.01
C 0.99 -0.23 5.41
C 1.44 -0.18 3.96
H 2.73 0.71 6.34
H 1.17 1.39 6.84
H 1.22 -1.17 5.91
H -0.09 -0.07 5.46
H 2.38 -0.72 3.80
H 0.68 -0.54 3.28
O -4.99 -1.24 -1.66
C -5.45 -0.13 -1.76
O -5.48 0.56 -2.92
C -5.98 1.89 -2.68
C -6.77 1.79 -1.39
C -6.01 0.71 -0.64
H -5.13 2.57 -2.59
H -6.60 2.21 -3.52
H -6.84 2.73 -0.86
H -7.78 1.44 -1.61
H -5.19 1.12 -0.05
H -6.67 0.12 -0.01
O 8.11 -3.44 -0.71
C 6.92 -3.55 -0.86
O 6.15 -4.44 -0.16
C 4.81 -4.39 -0.66
C 4.67 -3.04 -1.34
C 6.08 -2.80 -1.85
H 4.67 -5.22 -1.37
H 4.11 -4.51 0.16
H 3.91 -3.03 -2.11
H 4.42 -2.28 -0.60
H 6.23 -3.24 -2.85
H 6.33 -1.74 -1.86
O -4.95 4.06 0.44
C -4.45 4.88 -0.28
O -4.72 4.98 -1.60
C -3.89 5.99 -2.19
C -3.47 6.88 -1.04
C -3.42 5.90 0.12
H -3.03 5.49 -2.67
H -4.45 6.53 -2.95
H -2.53 7.40 -1.22
H -4.25 7.63 -0.86
H -2.45 5.41 0.21
H -3.69 6.38 1.06
O 5.54 -7.95 -4.09
C 6.27 -7.86 -3.14
O 7.04 -6.77 -2.89
C 7.87 -7.01 -1.75
C 7.17 -8.11 -0.97
C 6.51 -8.91 -2.08
H 8.86 -7.31 -2.09
H 7.96 -6.09 -1.16
H 7.84 -8.69 -0.35
H 6.40 -7.67 -0.33
H 7.17 -9.67 -2.49
H 5.57 -9.35 -1.76
O -1.83 0.29 6.35
C -2.32 1.38 6.20
O -2.36 2.03 5.02
C -2.92 3.34 5.20
C -3.72 3.25 6.48
C -2.94 2.23 7.29
H -2.10 4.05 5.27
H -3.54 3.59 4.34
H -3.84 4.21 6.98
H -4.72 2.86 6.27
H -2.14 2.69 7.87
H -3.58 1.63 7.93
O -0.31 -5.32 -2.45
C 0.58 -5.41 -3.25
O 0.50 -4.96 -4.53
C 1.70 -5.32 -5.24
C 2.75 -5.54 -4.17
C 1.92 -6.06 -3.01
H 1.49 -6.23 -5.82
H 1.97 -4.52 -5.93
H 3.55 -6.22 -4.49
H 3.20 -4.59 -3.90
H 1.80 -7.15 -3.05
H 2.34 -5.76 -2.05
O -4.55 10.46 -1.52
C -3.50 10.64 -2.07
O -2.36 9.99 -1.74
C -1.27 10.50 -2.52
C -1.91 11.13 -3.74
C -3.24 11.62 -3.19
H -0.72 11.23 -1.92
H -0.59 9.69 -2.79
H -1.30 11.91 -4.20
H -2.09 10.36 -4.50
H -3.16 12.62 -2.77
H -4.03 11.58 -3.94
*
```

Mulliken population analysis, charges in e, atoms 1 to 5: O -0.69; P 0.76; O -0.37; O -0.31; Br 0.17

What did the second record say?
This record from the Open Molecules 2025 dataset describes a structure of composition C33H52N11O2SScSe in a non-equilibrium geometry. The level of theory is ωB97M-V/def2-TZVPD.

Calculated values
HOMO energy: -6.769 eV
gap between HOMO and LUMO: 6.755 eV
energy relative to the best compared isomer or geometry (same formula, charge and spin): 16.75 kcal/mol

The geometry in ORCA input format:
```
! wB97M-V def2-TZVPD RIJCOSX def2/J DEFGRID3
* xyz 0 1
Sc 0.10 0.42 -0.23
C 4.90 -2.57 -2.80
C 3.43 -2.96 -2.80
N 2.82 -2.92 -1.48
C 2.38 -1.78 -0.87
S 2.22 -0.30 -1.77
N 2.18 -1.90 0.43
N 1.76 -0.69 0.93
C 2.22 -0.31 2.06
C 3.13 -1.16 2.87
C 1.92 1.11 2.38
C 2.27 1.72 3.57
C 2.06 3.09 3.71
C 1.51 3.80 2.67
C 1.16 3.11 1.51
N 1.36 1.80 1.38
H 5.31 -2.61 -3.81
H 5.48 -3.24 -2.17
H 5.01 -1.55 -2.43
H 3.31 -3.98 -3.19
H 2.86 -2.29 -3.44
H 3.09 -3.64 -0.82
H 4.00 -1.43 2.28
H 2.63 -2.10 3.13
H 3.46 -0.67 3.78
H 2.70 1.15 4.38
H 2.32 3.58 4.64
H 1.33 4.87 2.73
H 0.69 3.60 0.67
N -2.11 0.53 -1.24
C -2.27 1.80 -1.96
C -1.11 2.73 -1.68
O -1.16 3.91 -1.94
O -0.07 2.13 -1.12
H -2.50 -0.26 -1.74
H -2.59 0.57 -0.34
H -3.20 2.32 -1.72
H -2.27 1.62 -3.04
C -1.77 -2.50 3.64
N -3.03 -2.16 3.01
C -4.19 -1.88 3.84
C -5.02 -0.97 2.95
N -4.60 -1.41 1.63
C -5.03 -0.63 0.49
C -3.28 -1.87 1.69
N -2.59 -1.99 0.62
C -1.23 -2.48 0.64
C -0.83 -3.01 -0.71
N -0.54 -1.95 -1.67
C -0.43 -2.30 -2.90
N -0.56 -3.59 -3.46
C -0.07 -4.82 -2.83
C -0.36 -3.54 -4.91
C -0.23 -2.06 -5.24
N -0.25 -1.43 -3.95
C -0.07 0.00 -3.89
H -1.78 -2.10 4.66
H -0.94 -2.04 3.13
H -1.61 -3.58 3.71
H -3.89 -1.38 4.77
H -4.73 -2.79 4.11
H -4.76 0.09 3.11
H -6.09 -1.10 3.09
H -6.11 -0.72 0.37
H -4.54 -1.00 -0.40
H -4.78 0.44 0.62
H -1.06 -3.29 1.35
H -0.50 -1.69 0.92
H -1.67 -3.62 -1.06
H 0.04 -3.64 -0.55
H -0.72 -5.18 -2.06
H 0.94 -4.70 -2.42
H -0.03 -5.58 -3.61
H -1.21 -4.00 -5.42
H 0.54 -4.10 -5.19
H -1.05 -1.70 -5.86
H 0.70 -1.83 -5.77
H 0.95 0.27 -4.17
H -0.24 0.35 -2.89
H -0.77 0.48 -4.57
C -4.05 5.42 5.49
C -3.38 4.38 4.63
C -2.64 3.35 5.18
C -2.04 2.37 4.40
C -1.24 1.28 5.07
C -2.20 2.41 3.00
Se -1.55 0.92 1.98
C -2.92 3.46 2.42
C -3.09 3.57 0.94
C -3.51 4.42 3.24
H -3.80 5.28 6.54
H -5.13 5.37 5.40
H -3.74 6.43 5.20
H -2.51 3.31 6.26
H -1.28 1.39 6.16
H -0.20 1.32 4.75
H -1.61 0.30 4.80
H -2.17 3.28 0.44
H -3.32 4.59 0.64
H -3.89 2.92 0.58
H -4.07 5.23 2.78
*
```

Mulliken population analysis, charges in e, atoms 1 to 5: Sc 0.16; C -1.30; C -0.45; N 0.02; C 0.19